Density functional theory data (wB97M-V/def2-TZVPD) for 32 unconnected molecules or ions with the total composition C16H81N2O33.

```
132
Properties=species:S:1:pos:R:3
C 8.50 0.37 2.81
C 8.17 1.51 1.87
O 7.34 0.97 0.86
C 6.71 1.96 0.05
C 5.68 2.81 0.76
C 4.49 2.07 1.28
C 4.60 0.83 1.90
N 3.49 0.30 2.38
N 2.28 0.81 2.35
C 2.15 1.98 1.74
C 0.75 2.55 1.73
C -0.35 1.79 0.98
O -1.42 2.34 0.99
C -0.30 0.47 0.30
C -0.28 0.40 -1.10
C -0.34 -0.84 -1.73
C -0.39 -2.02 -0.99
C -0.40 -1.95 0.40
C -0.36 -0.72 1.03
C 3.25 2.65 1.20
H 7.59 0.06 3.35
H 8.85 -0.51 2.27
H 9.22 0.66 3.56
H 7.71 2.28 2.49
H 9.12 1.86 1.49
H 6.21 1.42 -0.75
H 7.47 2.59 -0.41
H 6.13 3.41 1.55
H 5.33 3.53 0.03
H 5.53 0.32 2.02
H 3.59 -0.60 2.83
H 0.45 2.51 2.77
H 0.77 3.59 1.44
H -0.26 1.30 -1.69
H -0.37 -0.88 -2.80
H -0.47 -2.98 -1.47
H -0.46 -2.85 1.00
H -0.37 -0.65 2.11
H 3.14 3.61 0.72
O -3.99 -1.73 -1.02
H -3.11 -1.48 -0.70
H -4.18 -2.56 -0.57
O 10.61 0.68 0.10
H 10.03 -0.05 -0.18
H 11.31 0.69 -0.56
O -5.63 -0.51 -3.55
H -5.27 -0.84 -2.72
H -6.00 0.35 -3.33
O -5.22 -0.25 1.20
H -4.69 -0.65 0.50
H -5.07 0.70 1.11
O -4.02 -3.07 -4.45
H -4.40 -2.24 -4.15
H -3.62 -2.85 -5.30
O 12.42 -1.57 1.17
H 12.69 -1.78 2.06
H 11.88 -0.78 1.26
O -0.90 -5.17 -0.82
H 0.00 -5.27 -1.14
H -1.44 -5.59 -1.51
O -7.24 0.06 -6.28
H -6.88 -0.25 -5.45
H -7.61 0.92 -6.06
O 3.26 -0.83 -0.33
H 2.77 0.00 -0.36
H 2.58 -1.51 -0.38
O -1.95 -6.54 -3.17
H -2.73 -7.06 -3.35
H -1.40 -6.64 -3.95
O 4.82 0.79 -2.41
H 4.35 0.15 -1.86
H 5.56 0.30 -2.78
O -0.58 -1.68 3.91
H -0.58 -2.55 4.31
H -1.23 -1.19 4.43
O 7.76 3.83 -2.26
H 7.99 4.72 -2.56
H 8.02 3.27 -3.00
O -7.86 1.31 -3.58
H -8.14 2.22 -3.46
H -8.69 0.81 -3.53
O 4.73 4.60 -2.00
H 5.62 4.29 -2.23
H 4.85 5.53 -1.77
O -5.42 -4.24 -7.08
H -5.05 -4.58 -6.25
H -5.78 -3.38 -6.83
O 0.50 4.11 4.86
H 0.10 4.99 4.89
H -0.26 3.52 4.85
O -3.35 -1.50 5.05
H -3.59 -1.63 4.13
H -3.59 -2.33 5.48
O 1.35 4.69 -0.76
H 0.74 4.01 -1.06
H 2.05 4.67 -1.42
O 10.22 3.60 -3.44
H 10.86 4.05 -4.00
H 10.58 3.68 -2.55
O -3.56 -2.02 -7.98
H -4.29 -2.59 -8.22
H -2.96 -2.05 -8.73
O -8.10 -0.25 1.91
H -7.18 -0.33 1.60
H -8.62 -0.63 1.19
O -6.88 -6.31 -5.10
H -6.62 -6.08 -5.99
H -6.95 -5.47 -4.64
O -10.54 -1.71 2.45
H -9.68 -1.49 2.82
H -10.79 -2.54 2.88
O -13.86 -1.70 1.89
H -13.00 -1.49 2.24
H -14.12 -2.52 2.33
O -0.43 -3.57 6.44
H -0.75 -2.96 7.12
H -0.13 -4.34 6.94
O 7.54 3.15 4.71
H 7.10 4.00 4.73
H 6.82 2.51 4.68
O -5.32 -2.71 7.19
H -5.57 -1.78 7.31
H -6.16 -3.18 7.23
O -10.34 2.26 -4.74
H -10.61 3.17 -4.62
H -11.16 1.76 -4.69
O -11.70 -0.18 0.10
H -11.39 -0.55 0.94
H -12.00 0.71 0.33
O 10.51 3.82 4.43
H 10.07 4.68 4.44
H 9.78 3.19 4.40
```

Lowest unoccupied orbital energy ... -0.1439 Eh
Multiplicity ... 1
Total charge ... +1
Frontier orbital gap ... 7.82 eV
DFT total energy ... -3250.43422 Ha